# 1
A cluster of 2 separate species, C4H10OS in total in a non-equilibrium geometry. Source: OMol25; level of theory: ωB97M-V/def2-TZVPD.

Summary:
Structure (SMILES): CC=O.CCS
HOMO, eV: -8.57

```
! RIJCOSX wB97M-V def2-TZVPD def2/J DEFGRID3
* xyz 0 1
C 2.80 -1.49 0.77
C 2.13 -0.61 -0.20
O 0.85 -0.55 -0.37
H 3.10 -2.38 0.14
H 3.67 -1.06 1.14
H 1.98 -1.46 1.55
H 2.74 -0.09 -0.97
C -1.56 1.32 -1.12
C -1.96 0.30 0.03
S -1.71 0.96 1.68
H -2.23 2.18 -1.03
H -0.48 1.39 -1.25
H -1.86 0.83 -2.05
H -1.46 -0.67 -0.15
H -3.03 0.20 -0.09
H -2.97 1.13 1.93
*
```

# 2
A cluster of 2 separate species, C4H10OS2 in total. Source: OMol25; level of theory: ωB97M-V/def2-TZVPD.

Summary:
Structure (SMILES): C=CO.CSSC
HOMO, eV: -9.00

```
! RIJCOSX wB97M-V def2-TZVPD def2/J DEFGRID3
* xyz 0 1
C -1.15 -0.15 -3.41
C -0.64 -0.65 -2.30
O 0.70 -0.62 -2.00
H -2.21 -0.25 -3.61
H -0.56 0.39 -4.15
H -1.27 -0.99 -1.48
H 0.81 -0.23 -1.11
C -0.72 1.97 0.48
S 0.81 1.01 0.75
S 0.18 -0.32 2.18
C 0.05 -1.90 1.29
H -1.50 1.38 0.00
H -1.13 2.35 1.41
H -0.49 2.83 -0.16
H 1.02 -2.13 0.86
H -0.21 -2.65 2.03
H -0.74 -1.85 0.54
*
```

# 3
A cluster of 2 separate species, C4H10OSi in total in a non-equilibrium geometry. Source: OMol25; level of theory: ωB97M-V/def2-TZVPD.

Summary:
HOMO, eV: -10.27

```
! RIJCOSX wB97M-V def2-TZVPD def2/J DEFGRID3
* xyz 0 1
C -1.61 -2.96 -0.45
C -0.63 -2.84 -1.29
C 0.40 -0.18 1.33
C 1.12 2.55 -0.19
O 0.08 -0.04 -1.39
Si 0.02 0.97 -0.10
H -2.02 -3.12 0.49
H -2.39 -2.52 -1.20
H 0.85 -0.61 -1.56
H 0.67 0.37 2.32
H -0.38 -0.92 1.63
H 1.34 -0.62 1.04
H 1.26 3.06 0.86
H 2.05 2.22 -0.45
H 0.73 3.46 -0.72
H -1.49 1.18 -0.34
*
```

What is the HOMO in the third record? -10.27 eV

Look up the HOMO of the first one. -8.57 eV

Which of these has the highest HOMO? C4H10OS

Which value of HOMO does entry 3 give? -10.27 eV